Below is a cluster of 2 separate species, C5H9NO in total at a distorted geometry, with properties calculated with wB97M-V/def2-TZVPD.

CARTESIAN COORDINATES (ANGSTROEM)
C1 -1.099106 -0.130787 -2.461301
O1 -0.468572 -0.541303 -1.277674
C2 0.356421 -0.135469 0.846365
C3 1.811397 0.242139 0.796936
C4 -0.556985 0.726698 1.667850
C5 0.003331 -1.479426 0.659133
N1 -0.387150 -2.450876 0.143854
H1 -2.123963 -0.545507 -2.482201
H2 -1.197294 0.959736 -2.627301
H3 -0.560634 -0.535157 -3.339160
H4 1.915025 1.285764 0.488317
H5 2.368780 -0.403107 0.117617
H6 2.265382 0.159762 1.800083
H7 -0.273811 0.678219 2.733761
H8 -1.591760 0.398451 1.573479
H9 -0.461062 1.770861 1.360242

Forces on atoms 1 to 3 (eV/Å):
C 0.0155 -0.0619 -0.0482
O 0.0076 0.4861 0.0950
C -0.0023 -0.1391 -0.0334

Total energy = -8863.777 eV
Kohn-Sham gap (alpha / beta) = 7.42 / 7.41 eV
Highest occupied orbital energy (alpha / beta) = -8.86 / -8.85 eV
LUMO (alpha / beta) = -1.440 / -1.440 eV

Results of the natural (NBO) charge analysis, in e, for atoms 1 through 5: C -0.261; O -0.651; C 0.258; C -0.666; C -0.666